{"formula": "C28H77ClN7O11", "method": "ωB97M-V with the def2-TZVPD basis set", "homo_ev": -5.625, "de_lowest_kj_mol": 9.6, "total_charge": -1, "e_lumo_ev": 2.329, "homo_lumo_gap_ev": 7.95, "elements": ["C", "H", "H", "C", "H", "C", "H", "H", "C", "H", "H", "C", "H", "O", "H", "H", "H", "C", "O", "H", "H", "H", "H", "N", "H", "C", "C", "H", "C", "H", "O", "H", "H", "H", "H", "H", "C", "H", "H", "H", "C", "H", "H", "C", "H", "H", "H", "H", "H", "N", "H", "N", "C", "N", "N", "H", "H", "H", "H", "H", "H", "C", "C", "H", "H", "H", "O", "N", "H", "H", "O", "H", "C", "C", "H", "C", "H", "H", "C", "O", "H", "H", "H", "O", "H", "H", "O", "N", "C", "Cl", "H", "H", "O", "H", "C", "H", "H", "H", "H", "C", "H", "H", "H", "H", "H", "H", "C", "H", "H", "C", "O", "C", "H", "C", "H", "C", "H", "O", "H", "C", "H", "H", "H", "H"], "xyz": [[-0.777, 2.880, 1.701], [-3.785, 4.402, -2.712], [4.493, 2.798, -6.253], [3.616, 0.539, -4.947], [-3.181, -4.898, -5.380], [-3.358, -4.769, -4.308], [-2.706, -1.983, -4.318], [2.814, -3.441, 2.981], [-2.113, -4.414, 0.419], [3.637, 3.218, -4.830], [-7.282, 4.034, -0.152], [-1.387, -6.052, 1.921], [4.752, 5.500, -4.620], [5.667, 3.638, -4.790], [-4.814, -4.420, -2.809], [-6.719, -5.176, -4.516], [-4.642, -2.419, -4.132], [-1.986, -2.788, -4.454], [3.464, 1.374, 5.612], [0.344, 3.663, 5.538], [1.702, -2.548, 0.085], [-0.535, 4.837, 3.528], [3.506, 3.453, 5.759], [-1.450, 4.681, 6.019], [5.104, 2.365, -2.653], [-5.689, -5.539, -4.453], [2.426, -5.750, 3.907], [-2.358, -1.351, -1.142], [4.743, 1.441, -4.491], [2.047, -4.904, 4.490], [-0.564, 1.012, -1.384], [3.816, -1.721, 1.226], [-2.055, 3.939, 3.646], [-4.306, 6.565, -2.441], [-1.361, 4.564, 7.019], [-5.698, -6.430, -3.825], [2.991, 0.490, 3.424], [5.053, 4.968, -6.253], [-3.788, 5.110, 0.246], [4.835, 1.616, 3.304], [-4.785, -4.437, -3.904], [4.112, -2.351, -0.408], [6.450, 5.434, -5.245], [4.130, -2.596, 0.653], [4.522, 0.620, 1.879], [-0.138, 2.146, 1.213], [3.646, 1.645, -2.800], [5.716, 0.997, -4.724], [-3.266, 6.866, -1.266], [-3.365, 6.342, -2.131], [-2.393, -6.499, 1.844], [1.794, -3.439, 0.566], [-1.217, 2.295, 5.792], [1.796, 0.206, 2.593], [-5.218, -3.164, -4.503], [3.619, -0.473, -4.558], [-3.847, 3.439, -0.413], [-1.324, -3.793, -2.045], [4.173, 2.541, 7.108], [-2.755, -4.916, -0.341], [-5.404, -5.797, -5.473], [-6.240, 4.046, 0.146], [3.195, -3.783, 0.908], [3.613, 2.127, 2.147], [1.322, 1.079, 2.379], [2.656, 0.987, -4.665], [0.792, -0.481, -2.639], [4.632, 1.554, -3.033], [-3.275, -1.896, 0.255], [-0.996, -2.516, -4.098], [-2.378, -3.951, -3.722], [-2.826, -4.229, 1.238], [-1.567, -3.139, -0.211], [-1.833, 4.460, -1.753], [5.158, -2.831, 0.955], [3.378, 2.537, 6.356], [1.669, -6.537, 3.946], [-1.213, 2.280, 6.884], [-2.730, -2.240, -0.632], [-0.389, 2.838, 3.061], [-0.664, -6.857, 2.015], [-3.431, -2.810, -1.250], [1.998, -0.197, 1.683], [-1.071, -5.258, 0.819], [-6.103, 4.631, 1.067], [-0.505, 1.516, 5.504], [0.834, -0.549, -0.284], [-0.658, -3.490, -1.324], [4.048, 1.251, 2.630], [0.699, 0.324, -1.443], [2.159, 2.306, 4.262], [1.578, 0.835, 5.005], [-5.456, 4.591, -0.895], [-1.891, -3.024, -5.520], [3.300, -4.210, 2.362], [2.427, 2.632, 6.906], [3.366, -6.153, 4.301], [-1.008, -2.621, 0.575], [-1.381, 4.529, -2.740], [-0.971, 3.861, 3.808], [-5.888, 3.033, 0.385], [-1.415, -5.435, 2.834], [3.566, 0.495, -6.043], [4.360, -4.356, 2.609], [-1.207, 5.636, 5.795], [-1.358, 5.206, -1.105], [-4.077, 4.497, -0.620], [-1.821, 2.640, 1.474], [-1.673, 3.484, -1.300], [4.608, 2.790, -5.153], [1.810, 1.250, -1.393], [-3.295, 4.899, -1.873], [3.492, -4.638, 0.290], [5.476, 4.949, -5.235], [3.296, -0.507, 3.744], [2.474, 1.305, 4.581], [-3.165, -5.750, -3.851], [2.581, -5.420, 2.551], [1.381, -3.232, 1.475], [-0.724, 3.644, 5.275], [-6.172, -2.960, -4.229], [-0.567, 3.870, 1.274], [-0.438, -2.554, -1.677], [-2.182, 1.990, 5.389]]}

---

{"formula": "C2H7N2O", "method": "ωB97M-V with the def2-TZVPD basis set", "homo_ev": -14.750, "de_lowest_kj_mol": 364.0, "total_charge": 1, "e_lumo_ev": -4.883, "smiles": "NOCC=[NH2+]", "homo_lumo_gap_ev": 9.87, "elements": ["H", "N", "H", "H", "C", "H", "O", "H", "N", "C", "H", "H"], "xyz": [[2.231, -1.068, 0.913], [1.600, -0.902, 0.072], [2.178, -1.416, -0.558], [0.434, 2.059, -0.472], [-0.594, 0.121, -0.525], [-1.991, 0.289, 0.988], [1.595, 0.525, -0.219], [-0.157, -0.311, -1.458], [-1.716, -0.182, 0.027], [0.355, 1.105, 0.121], [0.039, 1.380, 1.107], [-2.313, -0.930, -0.427]]}

---

{"formula": "C34H29F6MoN3O14S2Te", "method": "ωB97M-V with the def2-TZVPD basis set", "homo_ev": [-5.393, -5.437], "de_lowest_kj_mol": 238.1, "total_charge": -1, "e_lumo_ev": [1.100, -0.313], "spin_multiplicity": 4, "homo_lumo_gap_ev": [6.49, 5.12], "elements": ["H", "O", "C", "S", "C", "H", "H", "H", "C", "H", "C", "H", "F", "F", "N", "C", "C", "F", "H", "C", "C", "H", "C", "C", "C", "O", "C", "H", "H", "H", "O", "H", "H", "C", "O", "C", "N", "C", "H", "Mo", "H", "C", "C", "C", "O", "O", "C", "C", "H", "H", "H", "C", "O", "H", "O", "H", "O", "H", "O", "O", "F", "C", "C", "C", "O", "Te", "C", "C", "C", "H", "F", "C", "H", "C", "H", "C", "C", "H", "S", "H", "C", "O", "F", "C", "N", "C", "H", "O", "H", "H"], "xyz": [[-2.884, 5.375, -4.956], [2.320, 0.276, -0.794], [0.709, 2.884, 1.202], [0.050, -2.504, -1.703], [6.015, 0.584, 0.914], [-7.518, 6.318, -1.463], [2.840, -0.013, 3.163], [-1.591, 7.006, 0.347], [4.615, 0.534, -1.028], [4.462, 0.570, -2.098], [0.481, 6.857, -1.169], [-6.903, 7.009, -2.969], [0.045, -2.048, -4.804], [1.254, -0.343, -4.190], [7.354, 0.707, 1.490], [-5.752, 5.351, -2.221], [0.007, -0.766, -4.429], [-1.482, -4.483, -0.842], [-5.215, 2.319, 0.358], [-3.048, -0.803, -0.608], [0.976, 4.397, -2.364], [0.289, 7.814, -0.695], [-0.243, 4.637, -1.708], [-2.993, -1.954, 1.461], [-4.223, -2.433, 0.687], [-5.090, -1.754, -1.492], [-4.720, 5.471, -3.146], [-4.860, 6.099, -4.020], [5.091, 0.352, 2.816], [2.152, 3.181, -3.676], [8.291, 0.831, 0.724], [-1.627, 5.547, -3.726], [-3.490, 2.128, 0.135], [-1.782, 6.231, -0.395], [-2.644, -2.332, 2.552], [-2.369, -0.958, 0.587], [-1.271, -1.960, -2.350], [-3.519, 4.790, -2.997], [3.089, 7.904, -2.854], [0.422, 0.252, -0.017], [0.002, 4.833, 1.708], [-0.374, -4.290, -1.549], [1.694, 6.647, -1.804], [3.465, 0.362, -0.211], [-1.302, -0.281, 0.881], [-2.116, 0.280, -3.762], [2.752, 7.714, -1.834], [-4.387, 3.796, -0.952], [-4.104, 3.432, 1.155], [-0.089, 3.652, 3.012], [-7.757, 5.469, -2.986], [-7.051, 6.080, -2.419], [1.899, 2.894, 1.503], [-2.054, 3.950, -4.342], [-2.674, 0.012, -1.537], [-2.516, 6.614, -1.108], [-0.176, 0.312, -2.099], [2.382, 8.649, -1.417], [7.460, 0.678, 2.701], [-5.018, -3.253, 1.051], [-0.526, -4.820, -2.758], [2.576, 0.086, 2.105], [1.920, 5.413, -2.401], [-5.573, 4.500, -1.141], [1.376, -0.025, 1.820], [-1.506, 2.963, -1.576], [4.943, 0.401, 1.746], [-2.461, 4.925, -4.059], [1.307, 3.072, -2.998], [-2.246, 5.391, 0.114], [0.643, -4.896, -0.937], [-0.246, 3.797, 1.944], [-1.289, 3.602, 1.705], [-3.353, 3.980, -1.868], [-6.381, 4.365, -0.428], [-0.501, 5.870, -1.097], [3.660, 0.288, 1.196], [1.571, 2.322, -2.245], [-1.197, -0.435, -2.919], [3.625, 7.408, -1.253], [5.860, 0.649, -0.479], [1.258, -2.465, -2.470], [-0.416, -0.081, -5.507], [-4.247, -1.662, -0.638], [0.194, 2.134, 0.179], [-4.284, 2.872, 0.233], [6.735, 0.786, -1.097], [0.258, -2.090, -0.298], [2.863, 5.228, -2.904], [0.473, 2.660, -3.570]]}

---

no.,maximum force (eV/Å)
1,1.91
2,3.09
3,1.72